# 1
Molecular formula: C4H10NOS
Method: DFT, ωB97M-V/def2-TZVPD

Structure (XYZ):
```
17
Properties=species:S:1:pos:R:3:nbo_charge:R:1
C 1.335 0.571 1.610 -0.61
C 0.302 0.484 0.501 -0.08
C 0.100 -0.937 -0.022 -0.50
S 1.521 -1.431 -1.128 -0.13
N -0.882 1.299 0.817 -0.66
C -1.995 1.248 -0.216 0.14
O -2.325 0.082 -0.740 -0.94
H 2.017 -0.258 1.603 0.19
H 0.793 0.356 2.550 0.18
H 1.732 1.566 1.788 0.21
H 0.695 1.000 -0.362 0.18
H -0.696 -0.875 -0.723 0.31
H 0.061 -1.711 0.718 0.19
H 2.429 -1.697 -0.194 0.09
H -1.221 0.856 1.677 0.31
H -1.660 2.043 -0.924 0.06
H -2.823 1.763 0.340 0.07
```

**Net charge**: -1
**HOMO**: -2.836 eV
**SMILES string**: C[C@@H](CS)NC[O-]
**HOMO-LUMO gap**: 6.15 eV
**Lowest unoccupied orbital energy**: 3.311 eV
**Energy relative to the best compared isomer or geometry (same formula, charge and spin)**: 256.1 kJ/mol



# 2
Molecular formula: C4H10NOS2
Method: DFT, ωB97M-V/def2-TZVPD

Structure (XYZ):
```
18
Properties=species:S:1:pos:R:3:nbo_charge:R:1
N 1.668 -1.010 1.624 -0.67
C 0.821 0.183 1.164 -0.16
C 1.809 1.332 0.865 0.39
O 2.081 2.018 1.805 -0.43
C -0.238 -0.171 0.113 -0.58
S 0.179 0.449 -1.568 0.08
S -1.528 1.288 -2.220 0.17
C -2.670 -0.110 -2.282 -0.78
H 1.555 -1.110 2.629 0.46
H 2.648 -0.837 1.388 0.45
H 1.485 -1.867 1.104 0.45
H 0.293 0.569 2.034 0.26
H 2.266 1.359 -0.135 0.17
H -0.476 -1.231 0.128 0.22
H -1.146 0.350 0.441 0.27
H -3.657 0.201 -2.645 0.26
H -2.166 -0.721 -3.045 0.24
H -2.923 -0.692 -1.398 0.22
```

**Net charge**: +1
**HOMO**: -12.026 eV
**SMILES string**: CSSC[C@@H]([NH3+])C=O
**HOMO-LUMO gap**: 7.80 eV
**Lowest unoccupied orbital energy**: -4.228 eV
**Energy relative to the best compared isomer or geometry (same formula, charge and spin)**: 77.1 kJ/mol



# 3
Molecular formula: C4H10NP
Method: DFT, ωB97M-V/def2-TZVPD

Structure (XYZ):
```
16
Properties=species:S:1:pos:R:3:nbo_charge:R:1
C 2.383 0.170 0.270 -0.01
C -0.461 -2.109 -0.132 -1.24
C -0.358 0.289 1.396 -0.99
C -0.908 0.681 -1.570 -0.93
N 1.549 -0.279 -0.564 -0.71
P -0.106 -0.441 -0.250 1.65
H 3.310 0.250 -0.247 0.17
H 2.348 0.517 1.281 0.16
H 0.109 -2.872 -0.619 0.24
H -1.100 -2.428 0.716 0.23
H 0.556 0.892 1.690 0.23
H -1.238 0.991 1.434 0.25
H -0.281 -0.519 2.073 0.26
H -0.556 1.668 -1.704 0.23
H -0.852 0.146 -2.459 0.24
H -1.888 0.701 -1.210 0.23
```

**Net charge**: 0
**HOMO**: -6.932 eV
**SMILES string**: C=NP(=C)(C)C
**HOMO-LUMO gap**: 7.77 eV
**Lowest unoccupied orbital energy**: 0.836 eV
**Energy relative to the best compared isomer or geometry (same formula, charge and spin)**: 192.1 kJ/mol



# 4
Molecular formula: C4H10NP
Method: DFT, ωB97M-V/def2-TZVPD

Structure (XYZ):
```
16
Properties=species:S:1:pos:R:3:nbo_charge:R:1
C 1.318 2.045 -0.511 -0.24
C 1.859 1.276 0.762 -0.70
C -3.434 -1.191 0.087 -0.87
C 1.341 -1.682 -0.031 -1.06
N 0.956 1.031 -1.467 -0.86
P 1.601 -0.155 -0.525 1.51
H 0.415 2.650 -0.329 0.20
H 2.079 2.623 -0.834 0.17
H 2.960 1.423 0.725 0.22
H 1.460 1.310 1.776 0.25
H -3.897 -0.534 0.915 0.22
H -3.154 -0.633 -0.810 0.22
H -4.037 -2.042 -0.377 0.22
H 1.123 -2.435 -0.765 0.25
H -2.516 -1.651 0.563 0.22
H 1.926 -2.035 0.822 0.26
```

**Net charge**: 0
**HOMO**: -8.311 eV
**HOMO-LUMO gap**: 8.33 eV
**Lowest unoccupied orbital energy**: 0.020 eV
**Energy relative to the best compared isomer or geometry (same formula, charge and spin)**: 321.7 kJ/mol



# 5
Molecular formula: C4H10NS
Method: DFT, ωB97M-V/def2-TZVPD

Structure (XYZ):
```
16
Properties=species:S:1:pos:R:3:nbo_charge:R:1
C -1.117 1.092 1.581 -0.22
N 0.227 0.585 1.255 -0.66
C 0.335 0.310 -0.220 -0.25
C 0.151 -1.235 -0.232 -0.52
S 1.017 -1.747 -1.822 -0.78
C -1.323 2.497 1.047 -0.63
H -1.889 0.495 1.068 0.15
H -1.295 1.093 2.726 0.17
H 0.430 -0.175 1.809 0.35
H 1.274 0.658 -0.541 0.21
H -0.508 0.677 -0.933 0.20
H -0.843 -1.648 -0.326 0.19
H 0.693 -1.712 0.565 0.17
H -0.302 2.924 1.411 0.21
H -1.376 2.649 -0.012 0.21
H -2.322 2.909 1.543 0.19
```

**Net charge**: -1
**HOMO**: -2.185 eV
**SMILES string**: CCNCC[S-]
**HOMO-LUMO gap**: 5.93 eV
**Lowest unoccupied orbital energy**: 3.741 eV
**Energy relative to the best compared isomer or geometry (same formula, charge and spin)**: 143.9 kJ/mol



# 6
Molecular formula: C4H10NS
Method: DFT, ωB97M-V/def2-TZVPD

Structure (XYZ):
```
16
Properties=species:S:1:pos:R:3:nbo_charge:R:1
C -0.590 -1.111 -1.725 -0.40
N -0.952 -0.256 -0.624 -0.63
C 0.102 -0.078 0.397 -0.07
C -0.493 0.253 1.754 -0.51
S 0.626 1.120 2.985 -0.77
C 1.181 0.890 -0.061 -0.68
H 0.182 -0.693 -2.388 0.15
H -0.193 -2.067 -1.360 0.18
H -1.465 -1.346 -2.319 0.18
H -1.226 0.647 -0.993 0.34
H 0.493 -1.094 0.519 0.17
H -1.320 0.956 1.669 0.18
H -0.815 -0.616 2.319 0.20
H 2.014 0.769 0.646 0.25
H 0.860 1.893 0.238 0.23
H 1.595 0.731 -1.057 0.18
```

**Net charge**: -1
**HOMO**: -2.168 eV
**SMILES string**: CN[C@@H](C)C[S-]
**HOMO-LUMO gap**: 5.90 eV
**Lowest unoccupied orbital energy**: 3.734 eV
**Energy relative to the best compared isomer or geometry (same formula, charge and spin)**: 41.6 kJ/mol



# 7
Molecular formula: C4H10NS
Method: DFT, ωB97M-V/def2-TZVPD

Structure (XYZ):
```
16
Properties=species:S:1:pos:R:3:nbo_charge:R:1
C 1.176 -0.379 -0.121 -0.08
C 1.324 -1.853 -0.219 -0.77
C -1.278 -0.094 0.881 -0.70
C -0.642 0.414 -0.375 -0.06
N -0.394 1.869 -0.444 -0.72
S 2.298 0.688 0.182 0.19
H 2.007 -2.209 -1.045 0.29
H 1.814 -2.344 0.675 0.29
H 0.364 -2.281 -0.582 0.24
H -1.921 -0.997 0.723 0.28
H -2.177 0.614 1.103 0.23
H -0.679 -0.178 1.827 0.26
H -0.818 0.188 -1.401 0.24
H -0.523 2.343 -1.319 0.45
H 0.529 1.879 0.033 0.43
H -1.080 2.341 0.083 0.43
```

**Net charge**: +1
**HOMO**: -13.249 eV
**HOMO-LUMO gap**: 8.97 eV
**Lowest unoccupied orbital energy**: -4.274 eV
**Energy relative to the best compared isomer or geometry (same formula, charge and spin)**: 255.2 kJ/mol



# 8
Molecular formula: C4H10NS2
Method: DFT, ωB97M-V/def2-TZVPD

Structure (XYZ):
```
17
Properties=species:S:1:pos:R:3:nbo_charge:R:1
C -2.133 0.618 -1.192 -0.62
C -1.214 -0.197 -0.037 -0.30
C 0.716 -0.231 1.515 -0.47
C 1.229 0.022 -0.796 -0.45
N 0.176 0.290 0.211 -0.41
S -2.530 0.984 0.559 0.59
S -1.196 -2.081 -0.014 0.02
H -1.756 1.458 -1.793 0.27
H -2.816 -0.043 -1.688 0.28
H 0.681 -1.405 1.416 0.26
H 1.692 0.273 1.740 0.25
H 0.144 0.012 2.451 0.25
H 1.758 -0.983 -0.705 0.27
H 0.873 0.240 -1.841 0.25
H 2.056 0.773 -0.676 0.25
H -0.057 1.233 0.411 0.43
H -1.532 -2.479 1.196 0.15
```

**Net charge**: +1
**HOMO (spin up / spin down)**: -9.784 / -13.769 eV
**<S²>**: 2.005
**Multiplicity**: 3
**HOMO-LUMO gap (spin up / spin down)**: 6.82 / 6.38 eV
**Lowest unoccupied orbital energy (spin up / spin down)**: -2.960 / -7.385 eV
**Energy relative to the best compared isomer or geometry (same formula, charge and spin)**: 255.7 kJ/mol



# 9
Molecular formula: C4H10O
Method: DFT, ωB97M-V/def2-TZVPD

Structure (XYZ):
```
15
Properties=species:S:1:pos:R:3:nbo_charge:R:1
C -0.875 -1.637 0.790 -0.63
C -0.420 -0.301 0.294 -0.16
C -0.344 0.779 1.196 -0.81
C -0.140 -0.301 -1.161 -0.63
H -1.913 -1.771 0.420 0.15
H -0.349 -2.534 0.373 0.15
H -0.879 -1.760 1.872 0.19
H 0.098 0.532 2.168 0.15
H -0.995 1.656 1.251 0.15
H 0.166 0.712 -1.437 0.18
H 0.631 -1.017 -1.561 0.15
H -1.001 -0.556 -1.798 0.15
H 1.417 2.204 -0.306 0.48
H 2.257 1.948 -1.529 0.44
O 2.347 2.046 -0.573 -0.98
```

**Net charge**: -1
**HOMO (spin up / spin down)**: 0.214 / -1.781 eV
**<S²>**: 0.754
**Multiplicity**: 2
**HOMO-LUMO gap (spin up / spin down)**: 4.14 / 5.99 eV
**Lowest unoccupied orbital energy (spin up / spin down)**: 4.359 / 4.206 eV
**Energy relative to the best compared isomer or geometry (same formula, charge and spin)**: 118.6 kJ/mol



# 10
Molecular formula: C4H10O
Method: DFT, ωB97M-V/def2-TZVPD

Structure (XYZ):
```
15
Properties=species:S:1:pos:R:3:nbo_charge:R:1
O -0.746 -2.008 3.976 -0.49
C 0.143 -1.644 3.206 0.28
H 1.006 -2.230 3.067 0.12
H 0.008 -0.812 2.304 0.10
C 1.205 0.408 -1.509 -0.61
C -0.395 0.157 -1.531 -0.39
C -1.097 1.078 -0.623 -0.61
H 1.519 0.650 -0.465 0.20
H 1.818 -0.430 -1.754 0.21
H 1.311 1.261 -2.246 0.21
H -0.735 0.234 -2.508 0.20
H -0.543 -0.785 -0.952 0.19
H -0.492 1.997 -0.727 0.19
H -0.891 0.761 0.422 0.19
H -2.111 1.364 -0.660 0.22
```

**Net charge**: 0
**HOMO**: -10.354 eV
**SMILES string**: C=O.CCC
**HOMO-LUMO gap**: 10.82 eV
**Lowest unoccupied orbital energy**: 0.464 eV
**Energy relative to the best compared isomer or geometry (same formula, charge and spin)**: 231.5 kJ/mol



# 11
Molecular formula: C4H10O
Method: DFT, ωB97M-V/def2-TZVPD

Structure (XYZ):
```
15
Properties=species:S:1:pos:R:3:nbo_charge:R:1
C 0.680 -0.455 -1.240 -0.63
C 0.148 -0.106 0.160 0.24
C -1.068 -0.948 0.533 -0.62
C -0.182 1.381 0.240 -0.63
O 1.129 -0.406 1.159 -0.73
H 0.077 0.018 -2.026 0.21
H 1.710 -0.096 -1.354 0.21
H 0.676 -1.536 -1.417 0.21
H -0.789 -2.004 0.603 0.22
H -1.442 -0.633 1.512 0.21
H -1.876 -0.850 -0.200 0.21
H -1.011 1.650 -0.423 0.22
H -0.451 1.642 1.269 0.22
H 0.695 1.974 -0.053 0.20
H 1.705 0.370 1.238 0.46
```

**Net charge**: 0
**HOMO**: -10.237 eV
**SMILES string**: CC(C)(C)O
**HOMO-LUMO gap**: 11.19 eV
**Lowest unoccupied orbital energy**: 0.950 eV
**Energy relative to the best compared isomer or geometry (same formula, charge and spin)**: 2.6 kJ/mol



# 12
Molecular formula: C4H10O
Method: DFT, ωB97M-V/def2-TZVPD

Structure (XYZ):
```
15
Properties=species:S:1:pos:R:3:nbo_charge:R:1
C 0.550 0.853 1.747 -0.65
C 0.624 -0.367 0.766 -0.44
C -0.567 -0.338 -0.270 0.09
C -0.265 -1.242 -1.530 -0.68
O -0.574 1.059 -0.711 -0.70
H -0.351 1.195 2.347 0.23
H 0.816 1.866 1.300 0.21
H 1.468 0.798 2.384 0.21
H 1.604 -0.424 0.289 0.21
H 0.380 -1.314 1.328 0.21
H -1.416 -0.773 0.175 0.19
H -0.446 -0.536 -2.320 0.24
H 0.792 -1.558 -1.842 0.20
H -0.678 -2.260 -1.581 0.22
H 0.372 1.100 -0.675 0.46
```

**Net charge**: 0
**HOMO**: -10.225 eV
**SMILES string**: CC[C@H](C)O
**HOMO-LUMO gap**: 11.28 eV
**Lowest unoccupied orbital energy**: 1.053 eV
**Energy relative to the best compared isomer or geometry (same formula, charge and spin)**: 184.9 kJ/mol



# 13
Molecular formula: C4H10O
Method: DFT, ωB97M-V/def2-TZVPD

Structure (XYZ):
```
15
Properties=species:S:1:pos:R:3:nbo_charge:R:1
C -1.229 1.677 0.538 -0.25
O -0.225 1.217 -0.380 -0.51
C -0.567 0.170 -1.090 0.26
C 0.617 -0.186 -1.948 -0.77
C 0.627 -1.467 1.434 -0.86
H -0.939 2.683 0.846 0.19
H -1.248 1.010 1.403 0.19
H -2.203 1.679 0.047 0.20
H -0.267 -1.470 0.806 0.22
H 1.517 0.421 -1.778 0.20
H 0.297 -0.092 -2.994 0.24
H 0.844 -1.250 -1.806 0.24
H 1.215 -2.365 1.235 0.21
H 0.338 -1.445 2.486 0.21
H 1.223 -0.582 1.201 0.21
```

**Net charge**: 0
**HOMO**: -8.400 eV
**HOMO-LUMO gap**: 9.50 eV
**Lowest unoccupied orbital energy**: 1.098 eV
**Energy relative to the best compared isomer or geometry (same formula, charge and spin)**: 296.2 kJ/mol



# 14
Molecular formula: C4H10O
Method: DFT, ωB97M-V/def2-TZVPD

Structure (XYZ):
```
15
Properties=species:S:1:pos:R:3:nbo_charge:R:1
C 1.976 0.150 -0.033 -0.61
C 0.665 -0.630 0.029 -0.42
C -0.545 0.263 -0.005 0.10
C -1.891 -0.428 -0.070 -0.63
O -0.526 1.218 1.064 -0.72
H 2.038 0.862 0.796 0.22
H 2.054 0.712 -0.973 0.20
H 2.836 -0.525 0.024 0.21
H 0.561 -1.301 -0.828 0.20
H 0.630 -1.238 0.942 0.21
H -0.452 0.936 -0.959 0.12
H -1.901 -1.069 -0.955 0.21
H -2.077 -1.035 0.823 0.22
H -2.703 0.306 -0.151 0.21
H -0.666 1.782 0.296 0.48
```

**Net charge**: 0
**HOMO**: -10.277 eV
**SMILES string**: CC[C@@H](C)O
**HOMO-LUMO gap**: 11.30 eV
**Lowest unoccupied orbital energy**: 1.023 eV
**Energy relative to the best compared isomer or geometry (same formula, charge and spin)**: 107.2 kJ/mol



# 15
Molecular formula: C4H10O
Method: DFT, ωB97M-V/def2-TZVPD

Structure (XYZ):
```
15
Properties=species:S:1:pos:R:3:nbo_charge:R:1
C 1.507 1.203 0.599 -0.60
C 1.060 -0.260 0.558 -0.44
C -0.423 -0.458 0.720 -0.19
C -1.145 -1.351 0.046 -0.41
O -1.990 0.527 -2.026 -0.94
H 1.121 1.771 -0.255 0.21
H 1.156 1.697 1.512 0.20
H 2.601 1.272 0.588 0.21
H 1.389 -0.728 -0.379 0.20
H 1.561 -0.808 1.368 0.21
H -1.589 0.492 -1.147 0.48
H -0.920 0.168 1.465 0.20
H -0.689 -1.986 -0.713 0.19
H -2.213 -1.478 0.203 0.21
H -1.425 -0.061 -2.539 0.46
```

**Net charge**: 0
**HOMO**: -9.925 eV
**SMILES string**: C=CCC.O
**HOMO-LUMO gap**: 10.95 eV
**Lowest unoccupied orbital energy**: 1.030 eV
**Energy relative to the best compared isomer or geometry (same formula, charge and spin)**: 82.5 kJ/mol